Record 1
Formula: C14H29N5O11P2ReS2
Source: the Open Molecules 2025 dataset
Level of theory: ωB97M-V with the def2-TZVPD basis set

Output
HOMO (spin up / spin down) (Ha): -0.549 / -0.559
Lowest unoccupied orbital energy (spin up / spin down) (eV): -5.80 / -7.74
2S+1: 4
M (Da): 755.7
Total energy (Eh): -3209.33773
Strongest force on any atom (eV Å⁻¹): 0.60
Energy relative to the best compared isomer or geometry (same formula, charge and spin) (kcal/mol): 17.9
Charge: +2
Frontier orbital gap (spin up / spin down) (eV): 9.13 / 7.46

```
64
C14H29N5O11P2ReS2 ωB97M-V with the def2-TZVPD basis set
Re -0.66 -1.46 0.05
C -3.04 -3.40 0.27
C -2.40 -3.32 1.66
N -1.72 -2.00 1.91
C -2.60 -1.08 2.71
C -3.92 -0.76 2.04
S -3.70 0.12 0.47
C -4.41 -0.96 -0.79
C -3.39 -1.77 -1.59
N -2.39 -2.50 -0.75
H -4.09 -3.12 0.32
H -2.99 -4.42 -0.08
H -1.66 -4.10 1.80
H -3.17 -3.45 2.42
H -0.92 -2.21 2.51
H -2.03 -0.18 2.95
H -2.80 -1.58 3.66
H -4.48 -0.10 2.71
H -4.53 -1.64 1.89
H -4.94 -0.32 -1.49
H -5.18 -1.59 -0.33
H -2.83 -1.12 -2.26
H -3.92 -2.50 -2.21
H -1.90 -3.13 -1.40
O 3.02 -0.70 -1.17
P 1.86 -1.48 -0.57
O 1.22 -1.00 0.75
O 0.62 -1.42 -1.52
O 2.25 -3.00 -0.45
P 1.07 -4.16 -0.34
O 0.51 -4.26 -1.82
O 1.56 -5.37 0.26
O -0.09 -3.35 0.36
H 3.66 -0.07 -0.71
H 0.88 -5.01 -2.31
C 5.15 3.46 1.72
C 4.50 3.73 0.37
S 3.58 2.32 -0.16
O 2.60 1.94 0.83
O 4.50 1.27 -0.58
C 2.73 2.82 -1.66
C 1.33 3.43 -1.53
N 0.40 2.54 -0.80
C -0.07 1.38 -1.28
N -0.69 0.69 -0.31
C -0.64 1.48 0.82
C 0.03 2.60 0.53
N 0.38 3.64 1.47
O -0.03 3.47 2.59
O 1.09 4.55 1.09
C 0.00 1.02 -2.72
H 5.70 4.35 2.02
H 5.85 2.63 1.66
H 4.40 3.24 2.48
H 5.23 3.92 -0.41
H 3.78 4.55 0.42
H 2.71 1.91 -2.25
H 3.38 3.52 -2.19
H 0.92 3.57 -2.53
H 1.33 4.39 -1.03
H -1.06 1.20 1.77
H -0.37 1.86 -3.31
H -0.63 0.16 -2.92
H 1.01 0.78 -3.05
```

***

Record 2
Formula: C20H28LuNO2S
Source: the Open Molecules 2025 dataset
Level of theory: ωB97M-V with the def2-TZVPD basis set

Output
HOMO (Ha): -0.281
Lowest unoccupied orbital energy (eV): 0.03
M (Da): 521.5
Total energy (Eh): -2617.74759
Strongest force on any atom (eV Å⁻¹): 3.64
Energy relative to the best compared isomer or geometry (same formula, charge and spin) (kcal/mol): 69.0
Frontier orbital gap (eV): 7.69

```
53
C20H28LuNO2S ωB97M-V with the def2-TZVPD basis set
O 0.60 1.37 -5.45
C 1.51 0.49 -6.41
C 1.27 1.32 -7.62
H 1.10 -0.55 -6.48
H 2.51 0.53 -5.96
C 0.28 2.05 -6.69
H 0.80 0.78 -8.44
H 2.08 1.97 -7.91
C -1.09 1.72 -7.22
H -1.25 0.65 -7.15
H -1.18 2.02 -8.28
H -1.82 2.25 -6.62
C 0.60 3.52 -6.58
H 1.58 3.71 -6.12
H -0.15 4.03 -5.97
H 0.61 3.98 -7.58
Lu -0.11 1.28 -1.07
C 0.92 2.36 0.89
C 1.60 1.12 0.76
C 2.28 1.09 -0.49
H 1.65 0.33 1.50
C 2.07 2.37 -1.11
C 1.21 3.14 -0.27
H 0.92 4.18 -0.43
H 0.36 2.67 1.77
H 2.94 0.30 -0.81
H 2.53 2.68 -2.05
C -2.35 0.95 0.14
C -2.31 2.24 -0.45
C -2.29 2.09 -1.88
H -2.40 3.18 0.08
C -2.32 0.68 -2.16
C -2.34 0.00 -0.90
H -2.53 -1.07 -0.78
H -2.48 0.74 1.20
H -2.36 2.88 -2.61
H -2.35 0.20 -3.13
O 0.81 -1.89 -4.10
C 1.06 -0.53 -3.72
C 2.56 -0.32 -3.46
H 0.31 -0.08 -3.00
H 0.84 -0.06 -4.67
C 3.06 -1.48 -4.32
H 2.87 -0.56 -2.42
H 2.98 0.69 -3.64
C 2.05 -2.56 -3.90
H 4.12 -1.68 -4.22
H 2.92 -1.30 -5.41
H 2.05 -2.89 -2.85
H 1.92 -3.45 -4.54
S 0.12 -1.55 -0.79
C 0.07 -1.87 0.83
N 0.01 -2.18 1.97
```

***

Record 3
Formula: C13H34O5Zn
Source: the Open Molecules 2025 dataset
Level of theory: ωB97M-V with the def2-TZVPD basis set

Output
HOMO (Ha): -0.285
Lowest unoccupied orbital energy (eV): -4.44
M (Da): 335.8
Total energy (Eh): -2670.84802
Strongest force on any atom (eV Å⁻¹): 2.62
Energy relative to the best compared isomer or geometry (same formula, charge and spin) (kcal/mol): 174.0
Frontier orbital gap (eV): 3.30

```
53
C13H34O5Zn ωB97M-V with the def2-TZVPD basis set
Zn 1.36 -2.21 -3.70
C -1.15 0.81 -0.05
C -0.29 -0.39 0.17
O 0.44 -0.93 -0.94
H -0.63 1.76 0.09
H -1.97 0.67 0.66
H -1.55 0.90 -1.06
H -0.97 -1.19 0.47
H 0.29 -0.29 1.08
C -3.26 -2.76 -4.23
C -2.43 -2.65 -5.45
O -1.04 -2.93 -5.32
H -3.27 -3.77 -3.82
H -4.27 -2.40 -4.45
H -2.77 -2.15 -3.48
H -2.66 -1.66 -5.83
H -2.85 -3.35 -6.18
C -3.70 -4.80 2.16
C -4.80 -4.33 3.06
C -4.95 -4.98 4.37
O -4.46 -2.99 3.33
H -2.70 -4.58 2.53
H -3.76 -4.31 1.19
H -3.65 -5.86 1.93
H -5.75 -4.32 2.53
H -5.64 -4.53 5.08
H -4.05 -5.11 4.97
H -5.33 -5.97 4.10
H -3.59 -3.06 3.75
C 4.88 1.51 1.83
C 5.26 0.19 1.16
C 5.07 -1.13 1.87
O 4.74 0.08 -0.17
H 4.92 2.30 1.09
H 5.47 1.57 2.75
H 3.84 1.56 2.16
H 6.32 0.28 0.93
H 5.72 -1.43 2.70
H 5.17 -2.01 1.23
H 4.08 -1.10 2.32
H 3.83 -0.22 -0.03
C 2.21 6.71 -0.13
C 2.00 5.87 -1.40
C 0.63 6.03 -1.91
O 2.97 6.25 -2.33
H 2.94 7.52 -0.13
H 2.42 6.12 0.76
H 1.29 7.17 0.23
H 2.12 4.83 -1.12
H -0.06 5.70 -1.13
H 0.38 5.42 -2.78
H 0.40 7.04 -2.26
H 2.76 7.15 -2.58
```

***

Which of these has the lowest strongest force on any atom?
C14H29N5O11P2ReS2

***

Look up the M of the first one.
755.7 Da

***

Which value of M does entry 3 give?
335.8 Da